86
Properties=species:S:1:pos:R:3:lowdin_charge:R:1 method="wB97M-V/def2-TZVPD" e_lumo_ha=0.014 de_lowest_kj_mol=0.0 homo_energy_ev=-7.3 charge=0 homo_lumo_gap_ev=7.66
N 1.2718 2.0286 1.6126 0.163
H -0.2436 -4.9914 -4.3553 0.110
H 6.9754 -3.5144 -0.6809 0.098
H 4.6537 -1.2767 2.1239 0.078
H -3.9884 4.5423 1.4758 0.097
H 1.7619 2.0572 -2.0850 0.090
H 2.6397 0.8169 -1.1377 0.060
C 0.8256 6.1645 1.2373 -0.080
N 1.3414 -2.4492 -1.0162 -0.047
H -0.3827 -0.1922 -4.3782 0.125
H -4.9668 -5.0290 -0.7492 0.085
H 3.0863 1.1321 -2.8306 0.093
H -2.5528 6.3335 1.3032 0.104
C -0.8231 -0.0095 -3.4066 0.009
C -1.7763 -4.2261 -3.0676 -0.035
H -0.5682 7.6689 1.8541 0.105
H 2.6887 1.4862 5.8433 0.115
C 2.5231 1.0094 4.8858 -0.029
C -2.7223 0.3003 -1.9800 -0.105
H 0.5298 4.4362 4.8922 0.089
H -3.8766 -5.6081 -2.0109 0.077
H -1.2926 -2.2537 -0.3409 0.108
H 6.7786 -2.2320 1.4272 0.100
C -1.8664 0.4454 -0.9023 -0.059
H 1.2235 2.9796 1.9501 0.109
H -0.3284 3.0116 4.2477 0.094
H -5.5260 -2.9940 -2.1372 0.087
H 2.8607 -1.9469 3.2893 0.088
H -2.8466 -0.0887 -4.0915 0.106
C -3.9402 -4.9830 -1.1195 -0.046
O 1.7278 3.0896 3.9622 -0.130
C -2.1941 0.0511 -3.2391 -0.081
C -0.4417 6.6734 1.4498 -0.081
S 2.2533 -3.9598 -2.8821 1.130
C -0.4751 -4.3785 -3.4941 -0.071
H -3.9173 5.1949 -0.1840 0.099
H -3.7932 0.3604 -1.8327 0.104
C 0.0452 0.1776 -2.3341 -0.251
C 2.6214 -0.9000 3.4250 -0.151
O -2.4442 3.8094 0.2942 -0.086
C -3.7429 -2.7214 -0.1290 -0.054
H 0.6526 2.8694 5.7291 0.085
C 0.5779 3.3582 4.7562 -0.067
H 3.1788 -0.9442 5.4902 0.100
C -4.4928 -2.9650 -2.4908 -0.038
C 1.8160 1.1526 2.5776 -0.180
H -4.7868 -2.7818 0.1848 0.088
H -0.8093 2.5519 -0.7114 0.124
C 4.6855 -1.8564 1.2126 -0.106
H -3.1282 -3.1150 0.6828 0.092
H 1.9607 4.4898 0.5050 0.127
C 6.0200 -3.1088 -0.3752 -0.098
H 1.7013 6.7550 1.4681 0.106
Pt 1.7671 -1.0775 0.5805 1.103
C -1.4192 4.6372 0.6324 -0.216
C -0.1355 4.1093 0.4241 -0.169
H -4.4406 -3.5449 -3.4133 0.079
C 0.9743 4.8887 0.7056 -0.024
C 0.5190 1.7253 0.5439 -0.358
H -4.4211 3.5116 0.0926 0.093
C 0.2236 -2.9560 -1.6650 -0.275
C -1.0990 -2.8315 -1.2336 0.043
H -2.5603 -4.7257 -3.6221 0.107
C -1.5690 5.9186 1.1389 -0.017
N -0.0333 2.8067 -0.1173 0.157
C -3.7637 4.3065 0.4329 -0.066
C -2.1070 -3.4935 -1.9107 -0.158
H 4.9670 -3.8392 -2.0918 0.095
O 1.3717 0.0853 -2.6274 -0.099
C -3.5536 -3.5257 -1.4150 -0.549
C 3.6779 -2.7603 -0.7435 -0.261
N 0.3447 0.5048 0.1059 0.002
H -3.2819 -5.4099 -0.3608 0.093
H -3.4928 -1.6703 -0.2712 0.058
C 2.2599 1.0858 -2.1242 -0.057
C -0.4811 0.3759 -1.0491 -0.246
C 5.9018 -2.3893 0.8099 -0.086
C 2.1486 -0.1732 2.3180 -0.259
H -2.2562 0.6069 0.0970 0.128
C 2.4468 -2.9630 -1.4821 -0.530
C 2.0214 1.7387 3.8314 -0.250
C 3.5180 -2.0359 0.4622 -0.242
C 4.8980 -3.2895 -1.1590 -0.063
C 2.8043 -0.3371 4.6755 -0.089
H -4.2362 -1.9321 -2.7270 0.063
C 0.5322 -3.7665 -2.7560 -0.455